(1)
The following is a quantum chemistry calculation of one molecule with the formula C12H15N5O at a distorted geometry, from the OMol25 dataset.

Structure (XYZ):
```
33
Properties=species:S:1:pos:R:3
C 4.4618 -3.5017 2.3188
C 3.3277 -2.5354 2.0190
C 3.5321 -1.1514 2.0680
C 2.5097 -0.2647 1.7923
C 1.2276 -0.7552 1.5051
N 0.2315 0.1816 1.1758
N -1.1503 -0.2194 1.0822
C -2.1366 0.3143 0.2784
O -3.2152 -0.2902 0.4204
C -1.8722 1.3132 -0.7693
N -0.7619 2.0385 -0.9519
N -1.0147 2.8186 -2.0420
C -2.2834 2.6342 -2.5276
C -2.8214 3.3860 -3.7166
C -2.8510 1.6394 -1.7961
N -4.1410 1.1458 -2.0502
C 0.9948 -2.1566 1.5204
C 2.0687 -3.0308 1.7445
H 4.2628 -4.4486 1.7786
H 5.4572 -3.1119 2.0448
H 4.5285 -3.7163 3.3665
H 4.5083 -0.7296 2.2925
H 2.6946 0.8092 1.7632
H 0.5232 0.9742 0.5754
H -1.5677 -0.8486 1.7843
H -0.3229 3.4522 -2.4726
H -2.3002 2.9877 -4.5796
H -3.8893 3.2670 -3.8296
H -2.6198 4.4374 -3.6043
H -4.6848 1.5391 -2.7597
H -4.5526 0.4615 -1.3595
H 0.0003 -2.5549 1.2516
H 1.8558 -4.0849 1.6770
```

- DFT total energy (Eh) = -815.2506
- relative energy (zero: lowest compared OMol25 entry of this formula, charge and spin) (kcal/mol) = 69.7
- SMILES string = Cc1ccc(NNC(=O)c2n[nH]c(C)c2N)cc1

(2)
The following is a quantum chemistry calculation of one molecule with the formula C12H15NO at a distorted geometry, from the OMol25 dataset.

Structure (XYZ):
```
29
Properties=species:S:1:pos:R:3
O -2.4191 -0.0097 0.7196
N -1.3726 -0.3568 0.0994
C -0.0203 -0.9003 1.1462
C -0.3080 -0.4993 2.5345
C 0.1012 0.9375 2.7575
C 1.5355 1.2765 2.5383
C 1.8528 0.7818 0.9746
C 1.3323 -0.6089 0.6235
C -1.1394 -0.4773 -1.2952
C -0.5003 -1.6142 -1.8498
C -0.3681 -1.5591 -3.1627
C -0.8600 -0.4217 -3.9437
C -1.3155 0.7116 -3.3401
C -1.5521 0.5916 -1.9954
H -1.2965 -0.5481 2.8689
H 0.2404 -1.2128 3.2129
H -0.4511 1.4432 1.9966
H -0.2714 1.1972 3.7779
H 1.7494 2.2764 2.4547
H 2.2707 0.9927 3.3174
H 2.9158 0.8917 0.7809
H 1.1237 1.4277 0.4307
H 2.0529 -1.3615 1.0267
H 1.4099 -0.6685 -0.5059
H -0.0918 -2.3572 -1.1603
H 0.0345 -2.4961 -3.6334
H -0.8883 -0.4777 -5.0099
H -1.7220 1.6239 -3.8347
H -2.0424 1.4176 -1.5291
```

- DFT total energy (Eh) = -596.0449
- relative energy (zero: lowest compared OMol25 entry of this formula, charge and spin) (kcal/mol) = 152.3
- SMILES string = [O-][N+](=C1CCCCC1)c1ccccc1

(3)
The following is a quantum chemistry calculation of one molecule with the formula C12H15NO5S at a distorted geometry, from the OMol25 dataset.

Structure (XYZ):
```
34
Properties=species:S:1:pos:R:3
C 5.2959 -1.7154 -0.4999
C 4.2812 -0.7491 -0.3804
C 2.9948 -0.9301 -0.8226
C 1.8612 -0.1432 -0.6403
C 2.0762 0.9331 -0.1547
C 1.0140 2.0911 0.2351
N -0.3230 2.0823 -0.4354
C -1.5505 1.9625 0.0771
O -1.5765 1.9476 1.2432
C -2.5922 1.5420 -0.6550
S -2.5548 -0.5345 -0.6959
O -3.8220 -0.8757 -1.3169
O -1.2285 -0.6494 -1.3917
C -2.6791 -0.8516 1.1293
C -1.4134 -1.6406 1.1779
O -1.3623 -2.7314 1.4570
O -0.3644 -0.6666 1.4818
C 3.2914 1.3102 0.4687
C 4.2779 0.3595 0.4011
H 5.8832 -1.3823 -1.4928
H 5.8604 -1.7898 0.3470
H 4.8398 -2.8159 -0.9040
H 2.6326 -1.8549 -1.3241
H 0.8482 -0.4139 -0.8770
H 0.7633 2.3303 1.2790
H 1.2734 3.0915 0.0698
H -0.1902 1.3494 -1.3999
H -2.5430 1.7744 -1.8494
H -3.6325 1.7196 -0.1306
H -3.5208 -1.3671 0.8843
H -2.6228 0.0273 1.6029
H 0.4292 -1.1937 1.6709
H 3.4987 2.3704 0.7991
H 5.3452 0.7488 0.4456
```

- DFT total energy (Eh) = -1295.1120
- relative energy (zero: lowest compared OMol25 entry of this formula, charge and spin) (kcal/mol) = 233.5
- SMILES string = Cc1ccc(CNC(=O)CS(=O)(=O)CC(=O)O)cc1

(4)
The following is a quantum chemistry calculation of C12H16Br15N2 as an isolated structure at a distorted geometry, from the OMol25 dataset.

Structure (XYZ):
```
45
Properties=species:S:1:pos:R:3
N -2.0205 0.3394 -2.6923
C -1.9256 1.0030 -1.3635
C -0.9122 0.3362 -0.3576
C 0.5306 0.0803 -0.8866
C 1.5153 -0.5652 0.0674
C 2.8747 -0.8740 -0.3684
C 3.2354 -0.5479 -1.7498
N 2.3366 0.0682 -2.5996
C 1.0355 0.3761 -2.2056
H -1.4158 -0.4851 -2.7593
H -1.7095 1.0036 -3.4042
H -1.7852 2.1218 -1.4412
H -2.9507 0.8833 -0.8959
H -0.9268 0.9271 0.6174
H -1.3416 -0.6788 -0.0938
H 1.2517 -0.8314 1.1309
H 3.6265 -1.3512 0.2980
H 4.2404 -0.7764 -2.1850
H 2.6539 0.2958 -3.5418
H 0.3824 0.8535 -2.9649
C 1.3789 0.0955 4.4879
Br 1.1115 0.3286 6.3863
Br 1.7468 -1.7403 4.0159
Br -0.0879 0.7805 3.4545
H 2.2548 0.6777 4.2171
C -0.9174 4.1399 1.8406
Br -1.2526 5.0825 3.4932
Br -2.2501 4.5452 0.4971
Br 0.8778 4.4483 1.1882
H -0.9981 3.0802 2.0583
C -3.2049 -3.3244 -4.3976
Br -2.3160 -2.8490 -6.0486
Br -1.9562 -3.4495 -2.9205
Br -4.6758 -2.1313 -4.0020
H -3.6281 -4.3144 -4.5374
C 3.7858 5.3636 4.0387
Br 2.4065 6.6802 3.7249
Br 3.0868 3.7692 4.8855
Br 4.7588 4.9462 2.4183
H 4.4955 5.8045 4.7313
C -2.6712 -6.9415 -0.4025
Br -3.0181 -5.9943 1.2475
Br -4.0017 -6.5445 -1.7523
Br -0.8704 -6.6297 -1.0452
H -2.7496 -8.0015 -0.1833
```

- net charge = +1
- DFT total energy (Eh) = -39186.2414

(5)
The following is a quantum chemistry calculation of C12H16Cl3HfN3O as an isolated structure at a distorted geometry, from the OMol25 dataset.

Structure (XYZ):
```
36
Properties=species:S:1:pos:R:3
C 0.9945 1.4222 -1.2833
C 1.9947 0.9372 -0.3990
C 1.5450 1.1542 0.9331
C 3.2681 0.3174 -0.8048
C 0.2966 1.8353 0.8683
C -0.0273 2.0259 -0.5008
C -1.1990 2.7578 -1.0131
C 0.9957 1.3191 -2.7541
C 2.2330 0.7412 2.1666
C -0.5298 2.2769 2.0050
Hf -1.4070 -1.8860 0.1355
Cl 1.3720 -2.3089 0.1169
Cl -1.6011 -2.6838 -2.1257
Cl -1.3910 -1.3015 2.4469
H 3.1441 -0.2403 -1.7395
H 3.6231 -0.3817 -0.0423
H 4.0465 1.0792 -0.9654
H 2.8458 -0.1476 1.9821
H 1.5016 0.4915 2.9445
H 2.8831 1.5419 2.5508
H -0.2855 1.7080 2.9075
H -1.5940 2.1222 1.7853
H -0.3789 3.3462 2.2191
H -2.0624 2.6302 -0.3486
H -1.4651 2.4166 -2.0209
H -0.9903 3.8382 -1.0780
H 1.6574 0.5087 -3.0793
H 1.3383 2.2510 -3.2281
H -0.0159 1.1061 -3.1251
O -2.1244 -0.2663 -0.3754
H -2.5555 0.2180 -1.0951
N -2.5632 -3.5635 0.6274
C -3.0319 -4.6406 0.7643
N -3.6173 -5.7215 1.0126
C -3.4759 -6.9039 0.4677
N -3.4242 -7.9992 0.0450
```

- net charge = -2
- DFT total energy (Eh) = -2135.2211

(6)
The following is a quantum chemistry calculation of C12H16Cl3N4OSTi as an isolated structure, from the OMol25 dataset.

Structure (XYZ):
```
38
Properties=species:S:1:pos:R:3
Ti -0.4186 0.8504 -1.8901
Cl -4.7797 3.2225 3.4523
C -3.4721 2.7628 2.4083
C -3.7474 2.2610 1.1488
C -2.6816 1.9027 0.3499
Cl -2.9233 1.2747 -1.2568
C -1.3369 2.0196 0.7307
O -0.3658 1.6602 -0.0728
C -1.1222 2.5334 2.0202
Cl 0.5111 2.7019 2.5675
C -2.1659 2.9010 2.8487
H -4.7649 2.1541 0.8008
H -1.9598 3.2948 3.8337
S 0.5380 1.5548 -3.8623
C 3.0942 -2.7784 0.3262
N 2.5719 -1.7172 -0.5199
C 3.4212 -1.3284 -1.6319
C 1.2504 -1.3942 -0.5412
N 0.6338 -1.0047 -1.6309
N 0.5673 -1.4958 0.6296
C -0.8838 -1.5646 0.6193
C 1.1527 -1.0586 1.8892
H 3.5280 -3.5622 -0.2997
H 2.2945 -3.2164 0.9152
H 3.8700 -2.4059 0.9981
H 4.4488 -1.2611 -1.2767
H 3.1244 -0.3520 -2.0105
H 3.3893 -2.0553 -2.4509
H 1.1564 -1.2057 -2.4742
H -1.2247 -2.0303 -0.3011
H -1.3430 -0.5769 0.7146
H -1.2045 -2.1713 1.4673
H 1.1176 -1.8548 2.6362
H 0.6009 -0.1953 2.2670
H 2.1837 -0.7520 1.7398
N -2.0703 0.8334 -4.7021
C -1.2075 0.9411 -3.8046
H -1.7822 1.1127 -5.6376
```

- expectation value of S² = 0.758
- DFT total energy (Eh) = -3389.4146
- relative energy (zero: lowest compared OMol25 entry of this formula, charge and spin) (kcal/mol) = 0.0
- 2S+1 = 2

(7)
The following is a quantum chemistry calculation of C12H16CuN2OS as an isolated structure, from the OMol25 dataset.

Structure (XYZ):
```
33
Properties=species:S:1:pos:R:3
Cu 0.2964 0.6282 -0.0237
C 0.5809 0.4142 4.1907
C 1.0882 0.4265 2.7858
O 0.2605 0.3747 1.8685
C 2.5338 0.5167 2.5248
C 3.0570 0.0759 1.3064
C 4.4108 0.1746 1.0488
C 5.2563 0.7262 2.0039
C 4.7492 1.1581 3.2216
C 3.3963 1.0423 3.4879
H -0.4625 0.1123 4.1980
H 0.6508 1.4250 4.6011
H 1.1756 -0.2421 4.8233
H 2.4095 -0.3943 0.5743
H 4.8116 -0.1846 0.1109
H 6.3155 0.8102 1.8009
H 5.4105 1.5816 3.9647
H 3.0099 1.3820 4.4396
C -0.8818 0.7149 -5.0822
N -1.7404 0.7341 -3.9156
C -3.1901 0.5826 -4.0427
C -3.6842 0.7414 -2.5966
N -2.4308 0.6750 -1.8425
C -1.3593 0.7737 -2.6439
S 0.2704 0.9293 -2.1620
H -1.1020 -0.1671 -5.6843
H 0.1566 0.6820 -4.7685
H -1.0451 1.6080 -5.6857
H -3.4240 -0.3991 -4.4580
H -3.5935 1.3441 -4.7089
H -4.3573 -0.0597 -2.3014
H -4.1816 1.6979 -2.4365
H -2.3701 0.9247 -0.8712
```

- net charge = +1
- DFT total energy (Eh) = -2690.1251